128
Properties=species:S:1:pos:R:3 method="wB97M-V/def2-TZVPD" lumo_ev=-2.558 total_charge=+1 total_energy_ha=-10866.28945 max_force_ev_per_a=1.8 e_above_lowest_kj_mol=74.34 gap_ev=7.39
Pb 0.92659 -0.14037 0.74243
Te 0.33555 -2.48077 -3.27144
Br 3.46984 -0.33157 0.70734
Br -1.63038 -7.67213 0.86018
Ge 1.12732 3.89406 2.22459
Si -1.30315 4.18713 2.26696
Si 2.39869 4.53994 4.22188
Si 2.19095 4.22927 0.04494
O -2.24267 -1.93063 0.79283
O 1.30206 1.95967 2.34173
O 2.23370 -0.03988 -2.45975
O 0.51308 -2.60477 0.73397
O -1.15691 0.84528 2.52639
N 0.77176 -1.05266 3.14022
N 0.67275 -1.95418 -1.37265
N -2.50436 -4.45726 5.90843
N -2.48330 -3.24136 6.03529
C -0.45520 -1.14052 3.71356
C 0.23207 -3.10586 4.94042
C -3.53983 -0.34422 -3.12969
C 1.47532 -2.96426 4.38052
C -2.14370 3.27010 0.80767
C -1.61813 -7.19680 3.67501
C -2.11915 3.74251 3.94319
C -2.31589 -5.13490 4.71070
C -1.61671 -1.69290 -3.58987
C 1.27528 3.26378 -1.34269
C 1.14602 -0.31946 -5.45085
C 2.52537 -2.30260 -5.24578
C -2.11609 -2.27668 5.12404
C -1.45576 0.15550 -1.87718
C -2.48771 -5.38793 2.32279
C -1.43369 -0.16470 3.40438
C -5.75018 -0.76579 -4.23526
C -1.72762 -3.55026 -5.29884
C -1.51653 6.07233 2.01807
C 0.49895 -2.90961 -0.49266
C 0.23010 -4.35432 -0.83724
C 4.01265 3.65666 0.11061
C -2.66999 -4.62562 3.45562
C -2.20453 -0.64458 -2.89011
C 2.93992 -3.52605 -4.48296
C 3.15966 -1.97090 -6.43409
C -2.35470 -2.42977 -4.52250
C -4.30087 -1.06908 -4.03012
C -0.78442 -2.19083 4.61303
C 2.78664 -0.84964 -7.16348
C 3.43752 -0.52380 -8.46977
C 0.12586 0.63110 -4.91925
C 1.49862 -1.48255 -4.77201
C 1.34085 4.34418 5.80331
C -1.82309 -6.44209 4.81023
C -2.69547 -0.24649 3.95310
C -3.68377 -2.10200 -4.72860
C 1.69496 -1.92044 3.47938
C -3.03274 -1.28457 4.81467
C 2.08667 6.08434 -0.38158
C 3.96980 3.45268 4.34419
C -1.94123 -6.65782 2.43701
C 1.80042 -0.02511 -6.63962
C 2.84073 6.38068 3.98415
H -0.99454 6.63167 2.78972
H -4.25626 -2.66501 -5.44932
H -1.57446 -6.83344 5.78423
H -1.72137 1.20847 -1.93958
H -3.19942 3.84520 3.88958
H 4.55026 4.15647 0.91218
H -1.90184 2.72733 4.25716
H 2.88948 -0.45408 -1.88539
H -3.98928 0.47601 -2.59033
H -2.37725 -1.21811 1.42121
H 4.54634 3.87235 -0.81087
H -1.71922 3.59390 -0.13830
H 0.96772 -4.73339 -1.54392
H 2.56505 6.68995 0.38114
H 2.69735 -0.19582 -9.19661
H 2.92969 -3.32732 -3.40645
H -2.76359 -4.99593 1.35694
H 1.94295 6.98567 3.88320
H 4.09864 2.58799 0.28378
H -6.35129 -1.52591 -3.73691
H 0.90037 3.35330 5.87929
H -1.22269 -8.19948 3.74167
H -1.12118 6.39735 1.05981
H 2.57676 6.30958 -1.32313
H 2.65811 0.73402 -2.83834
H -4.03298 -1.35064 5.21238
H 3.94633 -3.83083 -4.76160
H 3.94888 -2.60782 -6.80547
H 1.93153 4.50707 6.70090
H -0.30108 1.26851 2.73158
H 4.48282 3.37431 3.39005
H 0.23665 1.60229 -5.39436
H -1.76928 4.40547 4.72907
H -6.00284 -0.78013 -5.29291
H 0.25953 0.74053 -3.84748
H 0.26771 -4.94039 0.07652
H 2.66677 -1.79718 3.02883
H 2.27527 -3.64911 4.60257
H 2.26589 -4.36346 -4.69415
H -0.88366 0.26982 -5.11194
H 1.05494 6.41516 -0.45914
H 3.96167 -1.38787 -8.86809
H -2.00470 2.19749 0.88413
H 1.17770 2.20714 -1.09926
H -2.56022 6.36521 2.05990
H -1.38552 -2.32933 0.99228
H -0.82084 -3.21281 -5.80760
H 0.27557 3.65954 -1.49958
H 3.44120 6.53100 3.09090
H -2.42020 -3.92655 -6.04791
H -0.38436 0.03834 -2.02077
H 0.03444 -3.90321 5.64033
H -3.21134 3.46383 0.77048
H -1.46686 -4.38318 -4.64038
H 1.80532 3.33833 -2.28827
H -1.73103 -0.20942 -0.88614
H 1.52838 0.87438 -7.17341
H -3.11599 -3.64793 3.36232
H 0.52847 5.06595 5.81307
H 3.40230 6.77119 4.82744
H 3.73398 2.44238 4.66459
H 4.15988 0.28239 -8.34407
H 4.67816 3.85451 5.06138
H -0.76463 -4.45283 -1.27313
H 2.18188 1.75769 2.65769
H -3.42021 0.51411 3.70283
H -6.01173 0.20377 -3.81918

---

146
Properties=species:S:1:pos:R:3 method="wB97M-V/def2-TZVPD" lumo_ev=-2.269 total_charge=0 smiles="[H]/N=C(/C)CC1=CC(=O)c2c([PH2]=N)c(CC(=O)Cl)cc(C#C)c2C1=O.COC(=O)OC.COC(=O)OC.COC(=O)OC.COC(=O)OC.COC(=O)OC.COC(=O)OC.COC(=O)OC.COC(=O)OC.COC(=O)OC" total_energy_ha=-4884.89965 max_force_ev_per_a=10.0 e_above_lowest_kj_mol=1822.73 gap_ev=6.54
Cl 11.64208 -1.04089 -1.60656
P 7.54546 -1.20854 -0.60034
O -0.97906 10.17050 9.86573
O 7.40184 -12.30144 -1.57155
O -3.79938 -1.15606 0.92902
O 10.81806 0.58968 0.48649
O 0.63213 3.96022 4.50835
O -11.07073 -2.77225 -9.20743
O -13.18744 -2.00587 -8.74791
O 5.30156 11.24747 1.48380
O 6.63587 -5.44631 -1.52039
O 6.03694 12.47127 -0.18544
O -7.58890 -2.89255 -2.69564
O 8.40315 -14.33769 -1.21099
O -8.02911 -3.92161 -4.70211
O 7.63718 -7.48256 -1.15983
O 4.09766 4.43000 2.05032
O -3.90742 -0.72968 3.18407
O 9.48532 -12.51743 -0.62755
O 8.71935 -5.66231 -0.57639
O 1.23297 10.63869 10.27401
O -11.83341 -2.42083 -7.06885
O -0.90040 5.15626 5.53093
O 0.55347 8.97446 8.84316
O -9.38194 -4.29390 -3.01212
O 4.97277 -0.91514 1.51669
O -5.74341 -1.33402 2.14064
O 3.77958 12.43856 0.24141
O -13.61844 -6.83443 -4.52398
O 1.31162 5.62445 5.93920
O -14.97127 -7.20671 -2.83398
O -13.17823 -5.80536 -2.51751
N 8.50024 -1.80320 0.57884
N -0.81926 2.14737 1.21653
C 7.56911 -6.12774 -1.12570
C 1.92434 8.67399 8.58896
C 0.24646 2.12946 0.31793
C 3.15738 0.87368 0.74492
C 2.94801 2.37193 0.86837
C -2.51260 -0.43258 3.16468
C -10.56534 -2.85079 -6.57764
C -12.46432 -6.19846 -5.06961
C 9.72513 1.39105 -1.68667
C 8.34576 1.84730 -0.90126
C -15.34249 -6.99066 -1.47392
C -13.44610 -1.96775 -10.15002
C 2.00299 3.65975 4.25416
C 6.48625 -8.11405 -1.71737
C 6.44685 5.69859 0.12949
C 9.55474 -11.09641 -0.52736
C 6.73571 4.05976 -0.00780
C 8.33509 -12.98287 -1.17686
C 5.78905 13.36424 -1.26961
C 4.70279 0.26416 0.93880
C 6.33386 7.10614 0.34094
C 4.23468 3.37349 1.24083
C -8.26456 -3.62787 -3.39839
C 1.50229 3.12678 0.65845
C 5.90753 1.27406 0.36763
C -13.85389 -6.54068 -3.22026
C 10.68840 0.37530 -0.83300
C -1.33626 11.21858 10.76473
C 7.28068 0.70157 -0.36946
C 7.25223 -14.96918 -1.76854
C 8.78877 -4.24129 -0.47619
C -11.94188 -2.43404 -8.42143
C 4.92299 12.08811 0.48810
C 8.11654 3.48530 -0.74074
C 0.35814 9.99356 9.71763
C 5.67680 2.92319 0.52382
C -6.87499 -3.28564 -5.24774
C -9.75316 -4.07784 -1.65205
C -6.41888 -1.71820 0.94464
C 0.15907 1.14460 -1.02494
C 0.43679 4.97932 5.38283
C -1.25761 6.20434 6.42993
C -4.42025 -1.08089 1.97780
C 4.22451 10.76062 2.28199
H -2.34906 6.25655 6.47156
H 8.75602 -10.71540 0.11720
H -10.36948 -3.88759 -6.86959
H 6.22544 -1.84318 -0.63240
H 2.50662 3.34667 5.17444
H 2.04084 2.83054 3.54239
H 6.64959 -9.19504 -1.69472
H -9.76886 -2.18975 -6.93433
H 3.71265 11.58714 2.78540
H 9.50578 -10.63650 -1.51964
H -6.37096 -0.91726 0.19982
H -12.37271 -6.50413 -6.11545
H 0.36184 0.02177 -0.67931
H 6.34529 -7.80896 -2.75940
H 5.33975 14.29496 -0.90811
H 2.51054 4.52065 3.80719
H 9.74945 -3.98096 -0.02350
H 5.59545 -7.88783 -1.12251
H -14.55450 -7.33925 -0.79854
H -12.57195 -5.10946 -5.03731
H 4.64210 10.09864 3.04554
H -16.24784 -7.57057 -1.27450
H -15.56526 -5.93322 -1.29790
H 6.40716 8.29384 0.43360
H 9.44493 0.92782 -2.75017
H 1.63888 3.85308 -0.27901
H -0.96293 11.00730 11.77198
H -5.99779 -2.64635 0.54464
H 10.51543 -10.83609 -0.07466
H 8.75536 -0.98954 1.19580
H -0.92449 1.16440 -1.48838
H -0.88041 7.16707 6.06985
H -8.96518 -4.42644 -0.97668
H -2.42772 11.27079 10.80636
H 8.73980 -3.78138 -1.46848
H 7.41556 -16.05017 -1.74588
H 5.14955 12.89062 -2.02146
H 1.34650 3.82848 1.58280
H -14.46960 -1.61128 -10.29530
H 6.36143 -14.74296 -1.17367
H -7.46919 -1.89567 1.19182
H -12.76476 -1.27147 -10.64956
H 7.99004 -3.86028 0.16836
H -0.56273 2.84264 1.95325
H -6.78338 -3.59132 -6.29359
H -6.98262 -2.19665 -5.21544
H 6.74856 13.60414 -1.73599
H -2.21002 -0.16460 4.18068
H -0.88428 5.99306 7.43718
H -13.36545 -2.96938 -10.58479
H 10.37978 2.35497 -1.93289
H -5.97195 -3.60265 -4.71614
H -1.93537 -1.30920 2.85341
H 3.52252 10.18285 1.67210
H 7.11126 -14.66409 -2.81056
H -9.97593 -3.02041 -1.47603
H 0.99630 1.40764 -1.82640
H 2.42797 8.36091 9.50924
H 1.96219 7.84478 7.87720
H -0.95906 12.18131 10.40465
H 8.89532 4.29103 -1.14865
H 2.26755 0.14830 0.50902
H 2.43189 9.53489 8.14200
H -10.65851 -4.65775 -1.45263
H -10.59102 -2.79997 -5.48568
H 8.23401 -1.51649 -1.85958
H -11.56127 -6.51546 -4.53800
H -2.30856 0.41981 2.50866